(1)
19
Properties=species:S:1:pos:R:3 method="wB97M-V/def2-TZVPD" relative_energy_kcal_mol=45.3 orbital_gap_ha=0.236 charge=-2 e_lumo_ev=7.04
C 0.43 0.96 -0.36
O -0.02 1.94 -1.17
C -0.53 -0.37 -0.68
C 0.20 -1.60 -0.10
C -0.10 -1.88 1.33
O 0.03 -3.21 1.63
N -1.87 -0.12 -0.20
H 0.46 1.08 0.77
H 1.44 0.74 -0.66
H -0.58 -0.48 -1.83
H 1.33 -1.73 -0.34
H -0.32 -2.49 -0.47
H 0.67 -1.42 2.07
H -1.17 -1.65 1.53
H -2.38 -0.89 -0.64
H -1.94 -0.07 0.76
H 2.18 3.01 -0.17
H 0.60 2.91 -0.75
O 1.59 3.67 -0.46

***

(2)
96
Properties=species:S:1:pos:R:3 method="wB97M-V/def2-TZVPD" orbital_gap_ha=0.236 charge=+1 e_lumo_ev=-2.79
Sc -1.32 0.51 0.43
C -2.47 -1.79 2.32
C -2.99 -2.11 0.94
N -3.17 -0.85 0.17
C -4.39 -0.08 0.51
C -4.17 0.91 1.62
C -5.21 1.42 2.38
C -4.92 2.38 3.34
C -3.61 2.79 3.53
C -2.63 2.23 2.74
C -1.18 2.65 2.83
N -0.28 1.65 2.22
C 0.23 0.64 3.19
C -0.83 -0.40 3.46
N -1.24 -1.00 2.18
N -2.91 1.31 1.82
H -2.27 -2.73 2.85
H -3.20 -1.22 2.90
H -3.92 -2.68 0.98
H -2.25 -2.71 0.41
H -3.25 -1.08 -0.82
H -5.21 -0.76 0.78
H -4.69 0.48 -0.37
H -6.22 1.08 2.21
H -5.72 2.80 3.94
H -3.36 3.53 4.28
H -0.90 2.85 3.86
H -1.07 3.59 2.28
H 0.53 2.15 1.85
H 0.56 1.12 4.12
H 1.11 0.16 2.75
H -1.70 0.05 3.95
H -0.43 -1.16 4.14
H -0.50 -1.72 1.96
O -3.16 3.51 -0.47
C -2.24 2.88 -0.95
O -2.22 1.56 -1.05
C -0.95 3.55 -1.42
P 0.43 2.38 -1.08
C 0.82 1.65 -2.70
C 2.11 1.18 -2.94
C 2.42 0.57 -4.15
C 1.45 0.43 -5.12
C 0.16 0.88 -4.89
C -0.15 1.49 -3.68
C 1.88 3.38 -0.66
C 2.75 2.89 0.31
C 3.89 3.60 0.66
C 4.16 4.81 0.04
C 3.30 5.30 -0.93
C 2.17 4.59 -1.28
H -0.81 4.49 -0.89
H -1.03 3.78 -2.48
H 2.89 1.30 -2.19
H 3.43 0.21 -4.32
H 1.69 -0.03 -6.07
H -0.60 0.78 -5.65
H -1.17 1.82 -3.50
H 2.55 1.93 0.79
H 4.56 3.20 1.41
H 5.05 5.36 0.31
H 3.52 6.24 -1.42
H 1.51 4.98 -2.05
F 2.74 -1.76 7.20
C 2.28 -2.16 6.01
C 1.25 -3.10 5.94
F 0.73 -3.59 7.06
C 0.77 -3.51 4.71
F -0.24 -4.38 4.71
C 1.27 -3.02 3.49
S 0.62 -3.50 1.95
C 2.30 -2.08 3.62
F 2.83 -1.52 2.51
C 2.80 -1.65 4.84
F 3.77 -0.73 4.88
S 2.93 -3.29 -3.23
C 1.74 -2.40 -2.31
C 0.46 -2.08 -2.77
C -0.37 -1.35 -1.96
N -0.03 -0.95 -0.72
C 1.20 -1.27 -0.28
C 2.10 -1.98 -1.04
C 2.00 -3.77 -4.67
C 1.05 -4.78 -4.58
C 0.36 -5.13 -5.73
N 0.56 -4.56 -6.91
C 1.48 -3.61 -6.98
C 2.23 -3.17 -5.89
H 0.12 -2.37 -3.76
H -1.35 -1.05 -2.31
H 1.46 -0.97 0.72
H 3.06 -2.24 -0.61
H 0.86 -5.29 -3.64
H -0.39 -5.92 -5.69
H 1.64 -3.16 -7.96
H 2.97 -2.40 -6.00

***

(3)
58
Properties=species:S:1:pos:R:3 method="wB97M-V/def2-TZVPD" relative_energy_kcal_mol=0.0 orbital_gap_ha=0.325 charge=0 e_lumo_ev=0.15
C -2.26 -2.02 2.60
C -2.38 -0.60 2.05
C -3.81 -0.06 2.10
H -3.81 0.97 1.75
H -4.17 -0.06 3.13
C -4.80 -0.87 1.25
N -4.41 -0.92 -0.13
C -3.96 -2.04 -0.72
O -4.01 -3.14 -0.22
C -3.38 -1.81 -2.11
H -3.80 -0.94 -2.62
H -3.48 -2.71 -2.71
S -1.58 -1.56 -1.98
C -1.47 0.11 -1.46
N -2.58 0.78 -1.43
C -2.52 2.07 -1.00
C -1.33 2.65 -0.60
C -0.09 1.93 -0.63
O 0.99 2.35 -0.29
N -0.24 0.60 -1.11
C 0.95 -0.24 -1.20
C 2.00 0.34 -2.14
H 2.36 1.30 -1.76
C 3.17 -0.64 -2.23
N 3.71 -0.90 -0.91
C 4.91 -0.37 -0.57
O 5.65 0.17 -1.34
O 5.19 -0.58 0.74
C 6.44 -0.05 1.19
C 6.33 1.44 1.50
H 5.54 1.62 2.23
H 7.28 1.80 1.91
H 6.10 1.99 0.59
H 7.20 -0.22 0.42
H 6.68 -0.62 2.09
C 2.75 -1.44 0.03
H 3.25 -1.59 0.98
C 1.57 -0.49 0.18
H 1.91 0.46 0.60
H 0.82 -0.92 0.85
H 2.40 -2.40 -0.35
H 3.98 -0.22 -2.84
H 2.84 -1.58 -2.67
H 1.57 0.49 -3.14
H 0.63 -1.20 -1.60
S -1.54 4.27 -0.07
C -3.23 4.16 -0.39
C -3.62 2.96 -0.87
H -4.63 2.70 -1.13
H -3.85 5.02 -0.19
H -4.18 -0.03 -0.58
H -5.80 -0.41 1.33
H -4.87 -1.90 1.61
H -2.02 -0.58 1.02
H -1.75 0.07 2.64
H -1.21 -2.31 2.66
H -2.69 -2.09 3.59
H -2.76 -2.73 1.95

***

(4)
18
Properties=species:S:1:pos:R:3 method="wB97M-V/def2-TZVPD" relative_energy_kcal_mol=13.6 orbital_gap_ha=0.372 charge=0 e_lumo_ev=0.86
C 0.32 0.99 -1.67
C 0.99 0.63 -0.36
C 0.82 -0.50 0.33
C 1.74 -0.82 1.48
H 0.61 0.27 -2.43
H 0.68 1.96 -2.03
H -0.75 0.93 -1.59
H 1.89 1.21 -0.14
H 0.13 -1.27 0.02
H 2.62 -0.18 1.42
H 2.13 -1.82 1.29
H 1.26 -0.92 2.44
H -1.42 0.77 1.69
H -1.49 1.54 0.38
O -2.01 0.96 0.95
H -2.18 -0.67 -0.18
H -3.13 -1.56 -0.96
O -2.22 -1.51 -0.65

***

(5)
17
Properties=species:S:1:pos:R:3 method="wB97M-V/def2-TZVPD" relative_energy_kcal_mol=30.1 s_squared=2.0101 orbital_gap_ha="0.219 / 0.249" charge=+1 spin_multiplicity=3 e_lumo_ev="-3.97 / -6.91"
C -0.12 0.52 0.26
C -2.31 0.50 1.24
C 0.72 -1.54 -1.06
C 2.09 0.51 -0.75
N -1.17 -0.24 0.71
N 0.91 -0.24 -0.41
S -0.13 2.15 0.83
S -1.69 1.94 2.12
H -3.13 0.94 0.56
H -2.93 -0.11 1.94
H 0.80 -1.46 -2.15
H 1.59 -2.14 -0.65
H -0.33 -1.88 -0.68
H 1.95 1.44 -0.07
H 2.88 -0.11 -0.65
H 2.11 0.96 -1.72
H -1.26 -1.23 0.50

***

(6)
26
Properties=species:S:1:pos:R:3 method="wB97M-V/def2-TZVPD" s_squared=3.7573 orbital_gap_ha="0.258 / 0.338" charge=-1 spin_multiplicity=4 e_lumo_ev="3.26 / 3.24"
V -0.59 -1.19 0.24
O -2.80 -0.75 -2.71
C -2.53 -0.63 -1.53
O -2.09 -1.55 -0.77
C -2.75 0.79 -0.93
C -1.51 1.67 -1.25
C -1.93 3.15 -1.16
C -2.01 3.34 0.37
C -1.64 1.92 0.85
O -0.69 1.51 -0.11
C -2.83 0.97 0.60
C -2.68 -0.34 1.42
O -3.69 -0.89 1.82
O -1.49 -0.70 1.72
H -3.63 1.19 -1.44
H -0.97 1.38 -2.15
H -1.18 3.79 -1.61
H -2.88 3.33 -1.66
H -1.26 4.05 0.71
H -2.99 3.65 0.71
H -1.22 1.86 1.86
H -3.79 1.41 0.90
O 1.37 -1.23 1.08
C 1.31 -1.76 -0.05
O 0.84 -1.18 -1.06
H 1.78 -2.77 -0.20

***

(7)
25
Properties=species:S:1:pos:R:3 method="wB97M-V/def2-TZVPD" relative_energy_kcal_mol=38.6 orbital_gap_ha=0.335 charge=+1 e_lumo_ev=-3.89
C 3.66 -0.22 0.75
C 2.93 -0.83 1.76
C 2.90 0.31 -0.25
C 1.57 -1.18 1.53
C 1.50 0.26 -0.21
C -1.85 -0.45 0.43
C -2.11 2.01 0.48
C -1.87 -0.81 -2.61
C -2.13 0.67 -0.30
N 0.85 -0.63 0.56
S -2.13 0.85 -1.96
H 4.81 -0.07 0.68
H 3.24 -1.25 2.72
H 3.39 0.78 -1.03
H 1.01 -1.57 2.39
H 0.93 0.96 -0.86
H -2.01 -1.48 0.01
H -2.14 -0.54 1.46
H -0.55 -0.50 0.57
H -1.13 2.14 0.92
H -2.16 2.80 -0.18
H -2.93 2.14 1.16
H -2.14 -0.75 -3.69
H -2.78 -1.42 -2.09
H -0.86 -1.22 -2.29

***

(8)
12
Properties=species:S:1:pos:R:3 method="wB97M-V/def2-TZVPD" relative_energy_kcal_mol=40.7 orbital_gap_ha=0.382 charge=0 e_lumo_ev=0.86
C 1.13 -0.21 1.23
C 0.37 0.93 0.58
O 0.90 1.98 0.30
C -0.85 -0.80 -1.87
C -1.15 -0.09 -0.82
C -1.08 0.67 0.24
H 2.11 -0.33 0.75
H 0.57 -1.15 1.18
H 1.29 0.05 2.28
H -0.76 -1.88 -1.83
H -0.64 -0.30 -2.82
H -1.90 1.13 0.77

***

(9)
40
Properties=species:S:1:pos:R:3 method="wB97M-V/def2-TZVPD" s_squared=3.7732 orbital_gap_ha="0.257 / 0.200" charge=+2 spin_multiplicity=4 e_lumo_ev="-7.81 / -9.87"
C 2.26 -0.47 2.86
C 1.65 0.74 2.63
C 0.61 0.89 1.70
C 0.02 -0.30 1.15
C 0.81 -1.48 1.20
C 1.88 -1.57 2.10
C 0.07 2.27 1.56
C 0.11 3.23 0.29
N 0.53 2.96 -1.11
Re -1.96 -0.90 0.82
C 0.34 -2.68 0.43
P -0.90 -1.95 -0.85
H 1.99 1.62 3.18
H 2.37 -2.52 2.24
H 3.03 -0.56 3.62
H -0.16 -3.42 1.08
H 1.15 -3.20 -0.11
H -0.95 2.23 1.97
H 0.60 2.86 2.33
H -0.95 3.58 0.22
C -2.03 -3.17 -1.55
C 0.30 -1.76 -2.25
H 0.70 4.10 0.64
C 1.53 1.88 -1.34
C -0.64 2.81 -2.05
H -3.24 -1.69 1.74
H 2.39 2.28 -1.89
H 1.88 1.41 -0.41
H 1.09 1.10 -1.98
H -0.44 3.37 -2.97
H -0.80 1.76 -2.31
H -1.56 3.18 -1.58
H 0.62 -2.72 -2.66
H -0.21 -1.23 -3.06
H 1.19 -1.21 -1.97
H -1.51 -4.06 -1.90
H -2.79 -3.43 -0.80
H -2.50 -2.67 -2.40
H -3.15 -2.19 1.01
Br -3.32 0.89 0.40

***

(10)
20
Properties=species:S:1:pos:R:3 method="wB97M-V/def2-TZVPD" relative_energy_kcal_mol=0.0 orbital_gap_ha=0.328 charge=0 e_lumo_ev=0.39
C 0.22 1.08 -0.10
C 1.81 2.68 0.47
C -2.27 0.10 -1.05
C -1.96 -0.26 0.49
C -1.01 0.30 -0.20
C -0.74 -2.52 -0.41
C 0.73 -2.34 0.09
N 1.33 0.52 -0.37
N 0.44 2.30 0.53
N 2.32 1.41 0.05
O 2.31 3.80 0.57
F -1.22 -3.56 0.20
H -2.26 -0.82 -1.68
H -3.00 0.79 -1.30
H -2.53 -0.58 1.36
H 0.36 -2.24 1.20
H 1.16 -3.41 0.01
H 1.36 -1.51 -0.23
H -0.29 2.89 0.79
H 3.24 1.38 -0.41

***

(11)
85
Properties=species:S:1:pos:R:3 method="wB97M-V/def2-TZVPD" relative_energy_kcal_mol=33.8 s_squared=2.0174 orbital_gap_ha="0.239 / 0.203" charge=0 spin_multiplicity=3 e_lumo_ev="-0.51 / -1.49"
O 1.84 -1.70 -2.21
C 2.65 -2.17 -1.41
C 2.33 -3.12 -0.31
C 1.33 -2.91 0.66
H 0.82 -1.94 0.70
C 1.09 -3.93 1.58
H 0.25 -3.85 2.26
C 1.88 -5.08 1.60
H 1.63 -5.91 2.27
C 2.99 -5.17 0.77
H 3.64 -6.04 0.81
C 3.26 -4.15 -0.14
H 4.18 -4.13 -0.74
H 3.67 -1.71 -1.25
C 3.05 1.25 -0.55
C 2.51 1.01 0.82
H 4.09 0.93 -0.66
H 2.96 2.29 -0.83
H 2.46 0.60 -1.21
C 3.13 0.12 1.62
C 3.89 0.76 2.76
H 3.11 -0.97 1.47
H 4.05 0.12 3.65
H 3.45 1.73 3.08
H 4.92 0.97 2.41
Au 0.75 1.71 1.28
Cl 1.57 3.89 1.01
C -1.45 4.17 -0.11
O -1.89 4.20 -1.26
N -1.83 5.01 0.87
C -2.79 6.04 0.59
C -1.41 4.84 2.25
H -0.69 3.43 0.22
H -2.76 6.27 -0.47
H -2.55 6.91 1.20
H -3.79 5.71 0.86
H -0.34 4.58 2.28
H -1.98 4.03 2.75
H -1.58 5.78 2.79
H -0.51 -5.45 -2.46
H -2.73 -4.68 -1.21
C -0.11 -4.76 -1.71
C -2.24 -3.77 -0.85
N -0.98 -3.59 -1.55
H 0.89 -4.42 -2.03
C -0.73 -2.47 -2.25
O -1.40 -1.43 -2.18
H -2.86 -2.89 -1.04
H 0.16 -2.57 -2.90
H 0.00 -5.28 -0.75
H -2.05 -3.87 0.22
H 1.12 3.39 -4.38
H 0.58 0.72 -5.53
C 1.68 2.77 -3.66
C 1.39 0.59 -4.81
N 1.16 1.41 -3.63
H 1.58 3.21 -2.65
C 0.17 1.10 -2.76
O -0.09 1.75 -1.74
H 1.41 -0.46 -4.50
H -0.40 0.20 -3.04
H 2.73 2.74 -3.97
H 2.34 0.87 -5.26
C -3.59 1.54 1.79
N -2.96 1.44 0.50
C -3.80 1.76 -0.62
C -1.99 0.42 0.24
C -1.44 -0.31 1.43
C -2.13 -1.42 1.91
C -1.68 -2.08 3.05
C -0.55 -1.62 3.71
C 0.16 -0.51 3.22
C -0.27 0.10 2.05
H -4.25 2.41 1.75
H -2.83 1.69 2.58
H -4.20 0.65 2.04
H -4.49 0.93 -0.88
H -3.19 2.00 -1.50
H -4.40 2.64 -0.36
H -2.37 -0.32 -0.48
H -1.19 0.95 -0.30
H -3.02 -1.74 1.35
H -2.19 -2.98 3.37
H -0.17 -2.13 4.59
H 1.01 -0.10 3.76

***

(12)
69
Properties=species:S:1:pos:R:3 method="wB97M-V/def2-TZVPD" relative_energy_kcal_mol=46.4 orbital_gap_ha="0.216 / 0.225" charge=+1 e_lumo_ev="-5.23 / -5.08"
W 0.48 0.73 2.29
O -4.70 3.92 1.31
C -3.61 3.19 1.52
C -3.61 1.78 1.49
C -2.42 1.15 1.75
N -1.31 1.83 2.02
C -1.28 3.15 2.00
C -2.41 3.89 1.76
C 0.13 3.67 2.17
O 0.42 4.83 2.21
O 0.98 2.64 2.21
C -2.19 -0.36 1.85
O -2.96 -1.21 1.56
O -0.95 -0.56 2.36
H -5.48 3.37 1.15
H -4.50 1.20 1.27
H -2.38 4.97 1.75
C 3.88 -0.90 2.90
Se 2.90 0.78 2.96
C 0.89 -2.15 5.11
C 0.60 -2.26 6.39
Se 0.10 1.10 4.76
C -1.73 0.56 5.07
H 3.29 -1.77 3.18
H 4.68 -0.76 3.62
H 4.28 -1.02 1.90
H 1.90 -1.95 4.78
H 0.14 -2.32 4.34
H 1.35 -2.12 7.16
H -0.40 -2.50 6.73
H -1.91 0.60 6.15
H -1.86 -0.47 4.72
H -2.44 1.22 4.58
C 0.45 -2.28 -5.36
C 1.01 -2.89 -4.07
C 2.50 -3.20 -4.27
C 0.25 -4.20 -3.78
C 0.87 -1.94 -2.88
C 1.15 -2.41 -1.60
C 1.06 -1.54 -0.54
Br 1.42 -2.19 1.20
C 0.71 -0.20 -0.70
O 0.68 0.55 0.43
C 0.44 0.31 -1.97
C 0.52 -0.61 -3.03
C 0.00 1.75 -2.29
C 0.30 2.76 -1.19
C 0.71 2.24 -3.56
C -1.51 1.73 -2.53
H 0.53 -3.01 -6.16
H 1.01 -1.40 -5.67
H -0.60 -2.01 -5.26
H 2.63 -3.89 -5.11
H 2.93 -3.67 -3.39
H 3.06 -2.29 -4.49
H 0.27 -4.83 -4.67
H -0.79 -4.00 -3.53
H 0.70 -4.76 -2.97
H 1.43 -3.44 -1.43
H 0.29 -0.24 -4.01
H 1.35 2.74 -0.87
H -0.32 2.59 -0.32
H 0.08 3.76 -1.56
H 1.80 2.15 -3.47
H 0.47 3.29 -3.72
H 0.40 1.71 -4.46
H -2.04 1.33 -1.66
H -1.78 1.10 -3.39
H -1.88 2.74 -2.73